Entry 1:
Computed, not measured: a molecular structure, C42H41ClIrN5O2S2, with ωB97M-V with the def2-TZVPD basis set.

Each line ends with the Löwdin charge.
Element x y z (Å)
Ir  -1.59  -1.67  -0.28  1.011
C  -4.39  1.50  -1.68  -0.030
C  -3.29  1.26  -2.68  -0.208
C  -2.88  2.29  -3.50  -0.035
C  -1.82  2.12  -4.39  -0.043
C  -1.18  0.90  -4.48  -0.033
C  -1.54  -0.16  -3.68  -0.188
C  -0.94  -1.52  -3.90  -0.038
C  -2.59  0.02  -2.74  -0.255
N  -2.89  -1.00  -1.87  -0.015
C  -4.22  -1.42  -1.74  -0.481
O  -5.03  -1.35  -2.62  0.142
C  -4.52  -2.00  -0.40  -0.210
C  -5.78  -2.35  0.03  0.046
C  -5.92  -2.86  1.32  0.005
C  -4.80  -3.00  2.13  0.051
C  -3.57  -2.62  1.62  -0.145
N  -3.46  -2.12  0.39  -0.027
C  -2.29  -2.66  2.40  -0.491
O  -2.26  -3.06  3.55  0.086
N  -1.25  -2.15  1.70  -0.063
C  -0.07  -1.88  2.47  -0.229
C  1.01  -2.76  2.41  -0.227
C  0.87  -4.10  1.75  -0.029
C  2.20  -2.40  3.04  -0.052
C  2.30  -1.20  3.74  -0.082
C  1.18  -0.40  3.88  -0.047
C  -0.03  -0.75  3.28  -0.201
C  -1.29  0.01  3.59  -0.029
H  -4.55  2.57  -1.56  0.088
H  -4.16  1.08  -0.71  0.067
H  -5.33  1.06  -2.02  0.092
H  -3.38  3.25  -3.43  0.118
H  -1.52  2.95  -5.02  0.112
H  -0.40  0.76  -5.22  0.116
H  -0.30  -1.51  -4.77  0.086
H  -1.72  -2.27  -4.04  0.082
H  -0.35  -1.85  -3.04  0.003
H  -6.61  -2.23  -0.65  0.135
H  -6.89  -3.15  1.69  0.123
H  -4.84  -3.39  3.13  0.134
H  0.73  -4.02  0.67  0.035
H  -0.01  -4.62  2.14  0.092
H  1.74  -4.72  1.93  0.086
H  3.04  -3.07  3.00  0.114
H  3.22  -0.94  4.24  0.105
H  1.21  0.48  4.52  0.110
H  -1.09  0.78  4.33  0.079
H  -2.03  -0.67  4.02  0.084
H  -1.73  0.47  2.71  0.038
S  0.68  -1.63  -0.72  0.800
C  1.29  -0.15  -0.21  -0.560
N  2.56  0.01  0.09  -0.068
C  3.05  1.32  0.52  -0.077
C  2.38  2.37  -0.31  -0.084
N  0.93  2.25  -0.16  -0.080
C  0.21  3.53  -0.11  -0.096
C  0.54  4.30  1.15  -0.228
C  0.18  3.77  2.38  -0.032
C  0.49  4.45  3.55  -0.062
C  1.17  5.66  3.49  -0.071
C  1.52  6.19  2.26  -0.066
C  1.21  5.51  1.09  -0.044
C  0.36  1.04  -0.12  -0.582
S  -1.29  0.80  -0.08  0.825
C  3.57  -1.05  -0.02  -0.106
C  4.42  -0.85  -1.25  -0.214
C  5.78  -0.57  -1.11  -0.042
C  6.58  -0.38  -2.23  -0.066
C  6.02  -0.45  -3.50  -0.072
C  4.66  -0.72  -3.64  -0.066
C  3.87  -0.92  -2.52  -0.036
H  4.13  1.34  0.36  0.137
H  2.84  1.45  1.59  0.146
H  2.66  2.26  -1.36  0.150
H  2.67  3.37  0.03  0.134
H  -0.85  3.32  -0.19  0.092
H  0.51  4.11  -0.99  0.138
H  -0.35  2.84  2.42  0.100
H  0.20  4.03  4.51  0.109
H  1.41  6.19  4.40  0.110
H  2.04  7.14  2.21  0.110
H  1.49  5.93  0.13  0.116
H  3.06  -2.01  -0.01  0.097
H  4.19  -0.99  0.88  0.132
H  6.22  -0.52  -0.12  0.116
H  7.63  -0.17  -2.11  0.110
H  6.64  -0.30  -4.37  0.110
H  4.23  -0.79  -4.63  0.109
H  2.81  -1.15  -2.64  0.091
Cl  -2.86  -4.23  -1.91  0.577
C  -1.56  -3.68  -0.79  -0.727
H  -0.63  -3.94  -1.29  -0.016
H  -1.66  -4.30  0.10  0.006

Output
E_HOMO (spin up / spin down) ... -10.71 / -10.67 eV
Total charge ... +1
LUMO energy (spin up / spin down) ... -3.9742 / -5.2986 eV
Calculated total energy ... -92794.5058 eV
Energy relative to the best compared isomer or geometry (same formula, charge and spin) ... 13.0 kcal per mole
Spin multiplicity ... 2
Frontier orbital gap (spin up / spin down) ... 0.2474 / 0.1973 hartree
Strongest force on any atom ... 1.39 eV Å⁻¹


Entry 2:
Computed, not measured: a molecular structure, C42H41I2MoN7O5PSSe, with ωB97M-V with the def2-TZVPD basis set.

Each line ends with the Löwdin charge.
Element x y z (Å)
Mo  0.53  -0.80  0.25  1.256
O  2.43  1.98  2.61  0.059
C  2.27  1.32  1.60  -0.685
O  1.95  0.05  1.59  -0.227
C  2.45  1.98  0.24  -0.209
P  1.71  0.97  -1.10  1.034
C  3.16  0.38  -2.05  -0.339
C  3.24  0.50  -3.43  -0.085
C  4.35  0.02  -4.11  -0.080
C  5.39  -0.59  -3.42  -0.083
C  5.30  -0.73  -2.04  -0.106
C  4.19  -0.26  -1.35  -0.118
C  1.00  2.19  -2.24  -0.386
C  1.65  3.40  -2.49  -0.105
C  1.11  4.30  -3.39  -0.078
C  -0.07  4.00  -4.06  -0.075
C  -0.71  2.80  -3.83  -0.057
C  -0.18  1.89  -2.92  -0.090
H  3.52  2.13  0.06  0.104
H  1.98  2.96  0.28  0.079
H  2.44  0.97  -3.99  0.104
H  4.41  0.12  -5.19  0.104
H  6.26  -0.96  -3.94  0.103
H  6.10  -1.21  -1.49  0.081
H  4.13  -0.38  -0.28  0.094
H  2.58  3.63  -1.98  0.113
H  1.61  5.25  -3.56  0.105
H  -0.47  4.70  -4.79  0.104
H  -1.62  2.54  -4.37  0.106
H  -0.68  0.96  -2.72  0.062
I  4.86  -3.71  0.35  1.009
C  3.23  -3.66  1.63  -0.644
C  3.25  -4.43  2.82  -0.226
C  2.18  -4.47  3.66  -0.681
I  2.27  -5.70  5.34  0.915
C  1.01  -3.72  3.36  -0.209
C  -0.18  -3.70  4.13  -0.027
C  -1.26  -2.99  3.69  -0.022
C  -1.17  -2.24  2.50  -0.130
N  -0.06  -2.19  1.81  -0.031
C  1.02  -2.93  2.21  -0.150
C  2.14  -2.89  1.30  -0.434
O  2.02  -2.19  0.20  -0.307
H  4.13  -5.02  3.04  0.076
H  -0.23  -4.25  5.06  0.067
H  -2.19  -2.97  4.25  0.115
H  -2.01  -1.67  2.12  0.066
Se  -1.80  -0.98  -0.75  0.713
C  -2.01  -1.04  -2.63  -0.652
C  -3.12  -0.40  -3.18  -0.148
C  -3.29  -0.40  -4.55  -0.174
N  -2.44  -0.97  -5.41  0.045
C  -1.38  -1.59  -4.88  -0.144
C  -1.12  -1.66  -3.51  -0.120
H  -3.83  0.10  -2.54  0.086
H  -4.15  0.10  -4.99  0.098
H  -0.70  -2.05  -5.58  0.104
H  -0.24  -2.17  -3.15  0.019
O  -3.17  0.06  2.14  -0.136
N  -3.99  1.00  1.85  -0.207
C  -4.98  1.35  2.71  -0.023
C  -5.87  2.37  2.40  -0.054
C  -5.74  3.06  1.20  -0.075
C  -4.72  2.70  0.35  -0.042
C  -3.86  1.67  0.68  -0.032
H  -5.02  0.76  3.61  0.133
H  -6.65  2.60  3.11  0.111
H  -6.43  3.85  0.95  0.106
H  -4.57  3.20  -0.60  0.114
H  -3.05  1.29  0.06  0.056
S  2.20  -3.34  -2.98  0.636
C  1.38  -4.14  -1.78  -0.859
N  1.95  -5.24  -1.19  0.051
C  1.38  -5.96  -0.20  -0.079
C  0.14  -5.63  0.23  -0.043
C  -0.45  -4.50  -0.40  -0.139
N  0.13  -3.78  -1.32  0.057
H  2.88  -5.47  -1.52  0.099
H  1.96  -6.78  0.20  0.136
H  -0.36  -6.17  1.02  0.108
H  -1.45  -4.18  -0.12  0.103
C  -0.49  0.74  3.71  -0.028
N  -0.93  1.94  3.03  -0.107
C  -1.76  2.82  3.83  -0.045
C  -0.70  2.15  1.72  -0.489
O  -0.46  1.25  0.89  -0.162
N  -0.81  3.46  1.29  -0.125
C  -1.01  3.73  -0.12  -0.039
C  -0.19  4.53  2.04  -0.049
H  0.13  1.03  4.57  0.104
H  0.11  0.14  3.06  0.056
H  -1.36  0.18  4.05  0.083
H  -2.54  2.22  4.30  0.087
H  -2.23  3.58  3.22  0.086
H  -1.18  3.30  4.63  0.096
H  -1.28  2.82  -0.64  0.072
H  -0.10  4.13  -0.59  0.078
H  -1.81  4.47  -0.24  0.095
H  0.29  4.14  2.94  0.091
H  -0.91  5.31  2.32  0.089
H  0.59  4.99  1.43  0.091

Output
E_HOMO (spin up / spin down) ... -6.75 / -7.45 eV
LUMO energy (spin up / spin down) ... -0.1916 / -0.5321 eV
Calculated total energy ... -168416.4942 eV
Energy relative to the best compared isomer or geometry (same formula, charge and spin) ... 6.9 kcal per mole
Spin multiplicity ... 4
Frontier orbital gap (spin up / spin down) ... 0.2409 / 0.2541 hartree
Strongest force on any atom ... 1.63 eV Å⁻¹


> Which of these has the highest calculated total energy?

C42H41ClIrN5O2S2


> Number 2 is which compound?

C42H41I2MoN7O5PSSe